C44H121F2Li2N12O15S2 as an isolated structure. Source: the OMol25 dataset; level of theory: wB97M-V/def2-TZVPD.

The geometry in XYZ format:
```
198
Properties=species:S:1:pos:R:3:forces:R:3
Li -31.77085 40.88006 7.12496 0.2 -1.0 -0.1
Li -33.96204 43.67128 10.27524 -0.4 0.0 0.5
N -35.09176 39.97952 9.02256 -2.3 0.5 -3.6
S -36.40428 39.60551 7.97992 -2.1 0.6 -4.2
O -37.77161 39.54226 8.45886 2.3 0.1 0.6
O -36.10581 38.74221 6.86187 0.8 0.1 1.5
F -36.37247 40.98226 7.23724 0.3 1.6 0.0
S -35.47341 38.85132 9.97728 0.0 -3.4 8.0
O -35.41948 37.47671 9.51590 -0.1 1.8 -0.1
O -36.49944 39.18940 10.97682 1.6 -0.5 -2.1
F -34.12872 39.02211 10.87582 0.1 -0.2 -0.3
C -36.96635 46.28636 -1.58224 0.1 0.8 -0.4
C -36.85074 45.79511 -0.15455 -0.4 -0.3 -0.6
C -36.78630 44.24953 0.09183 0.5 0.8 -1.0
O -37.81412 43.56115 -0.53351 -1.2 0.8 -1.0
C -37.87753 42.21040 -0.22486 -0.1 0.1 2.2
N -35.69097 46.47223 0.38572 0.4 -0.1 1.2
H -36.02374 46.15634 -2.11392 -0.2 -0.8 -0.4
H -36.97103 47.37523 -1.53282 -0.2 0.2 0.3
H -37.88252 46.05535 -2.12572 0.3 -0.7 -0.1
H -37.68431 46.27610 0.35722 -0.4 -0.7 0.3
H -36.68916 44.07906 1.16403 -0.4 -0.2 0.4
H -35.90646 43.79966 -0.36818 1.0 0.5 0.1
H -37.97165 42.21570 0.86106 -0.5 -0.6 0.5
H -36.94626 41.65040 -0.30979 0.2 -0.1 -1.1
H -38.77759 41.74655 -0.62838 0.4 0.1 -0.4
H -35.89220 46.60473 1.36656 0.3 0.3 0.3
H -34.87519 45.87680 0.37864 0.3 -0.1 -0.3
C -43.37638 43.52637 14.41577 0.2 -0.2 -0.8
C -43.60753 43.74037 12.87384 -1.4 -0.3 1.8
C -44.35842 45.04016 12.60099 -0.6 -0.2 -0.8
O -45.71054 44.89980 12.97697 0.1 -0.1 1.1
C -46.46107 46.07732 12.86254 -0.2 0.3 -0.2
N -42.39912 43.66967 12.12617 1.5 0.1 -0.2
H -43.27822 42.46532 14.64514 0.0 -0.2 -0.2
H -44.22644 43.84839 15.01729 0.1 0.3 -0.2
H -42.43820 43.96898 14.75044 -0.1 0.4 0.0
H -44.19597 42.86981 12.58410 -0.9 0.3 -0.1
H -44.41982 45.26616 11.53644 0.7 -0.1 -0.5
H -43.88571 45.90754 13.06175 0.1 0.0 0.4
H -45.99884 46.98464 13.25139 0.5 -0.1 0.5
H -47.39729 45.94549 13.40495 0.0 -0.1 -0.2
H -46.64444 46.32235 11.81638 -0.3 -0.2 -0.3
H -41.96277 42.80360 12.40835 0.5 -0.1 0.0
H -42.61171 43.51522 11.15095 -0.1 0.2 -0.3
C -32.87757 45.20627 15.25476 -0.4 1.3 0.3
C -32.03901 46.03823 14.25375 1.2 -1.2 0.0
C -30.82829 46.79953 14.79525 -0.9 2.1 1.4
O -30.17435 47.67434 13.85631 -1.0 -0.7 -0.7
C -31.03574 48.50500 13.04334 1.1 0.1 0.6
N -31.37867 45.12344 13.32841 -0.7 -1.3 -1.6
H -32.36760 44.34798 15.69221 0.1 -0.1 -0.3
H -33.86054 44.95457 14.85661 0.3 -0.6 -0.6
H -33.23571 45.79776 16.09737 0.5 0.4 0.2
H -32.68457 46.66176 13.63523 -0.1 0.3 0.5
H -30.04063 46.17011 15.20938 -0.2 -0.4 -0.3
H -31.14742 47.40876 15.64088 -0.1 0.4 0.2
H -31.67333 47.98531 12.32816 0.1 -0.4 0.1
H -30.32248 49.11370 12.48760 -0.2 0.1 -0.1
H -31.65621 49.16438 13.65024 -0.1 0.0 0.2
H -30.60205 45.61208 12.90629 0.1 0.1 -0.2
H -30.96516 44.36312 13.84902 0.0 -0.2 0.1
C -38.13827 48.21897 9.20823 -0.9 1.2 0.4
C -37.27146 48.41685 10.45915 -0.4 -0.7 -0.6
C -37.80688 49.37202 11.58010 -0.8 -0.3 -2.3
O -37.08235 49.22870 12.73306 0.9 0.3 1.5
C -37.65813 50.06122 13.75097 0.5 -0.8 0.2
N -37.13587 47.05112 11.04893 0.5 1.2 0.4
H -38.35463 49.12930 8.64914 0.6 0.2 -0.2
H -39.15366 47.96204 9.50999 -0.1 -0.5 0.2
H -37.75925 47.44808 8.53728 0.2 0.1 0.2
H -36.28808 48.75293 10.13031 0.2 0.1 0.2
H -38.83775 49.09675 11.80284 -0.5 -0.1 -0.2
H -37.80493 50.41326 11.25773 0.0 0.2 -0.3
H -37.06982 49.96345 14.66333 0.3 0.1 -0.3
H -38.63706 49.66757 14.02451 -0.4 0.3 -0.3
H -37.68105 51.09683 13.41167 -0.2 0.0 0.1
H -37.07435 47.40771 11.99187 0.6 -1.3 1.0
H -38.05149 46.62484 11.04329 -0.3 -0.2 -0.3
C -46.63648 36.16223 1.31522 0.5 0.6 1.5
C -45.68836 36.43275 0.17184 -0.8 -0.9 0.5
C -44.33844 35.65228 0.38528 0.9 0.6 0.2
O -43.69833 36.00245 1.64241 -0.8 0.3 0.0
C -42.41738 35.46139 1.91634 -0.3 -0.8 -0.3
N -46.42330 35.96897 -1.01352 1.8 -1.0 -1.4
H -46.18678 36.48390 2.25458 -0.2 0.2 0.2
H -46.83482 35.09925 1.45244 0.1 -0.1 -0.3
H -47.59372 36.66159 1.16551 0.1 0.1 0.0
H -45.43979 37.48504 0.03410 -0.1 0.1 0.3
H -43.61614 35.92207 -0.38517 -0.1 0.1 -0.4
H -44.43058 34.56718 0.33843 -0.5 -0.2 0.0
H -42.01238 35.87302 2.84080 -0.2 0.6 -0.3
H -41.72640 35.53710 1.07675 0.1 0.6 -0.1
H -42.41737 34.39261 2.13035 -0.6 -0.4 -0.1
H -46.24391 34.97544 -1.04239 0.0 -0.3 -0.5
H -47.42965 36.02882 -1.07486 0.0 0.7 0.8
C -41.53567 34.46777 10.22282 -0.6 -1.0 0.5
C -42.74775 35.19766 10.81696 1.9 0.3 0.8
C -42.47479 35.52179 12.38264 -2.9 -0.2 -2.1
O -42.29665 34.36663 13.15465 2.1 0.3 0.8
C -43.35447 33.49168 13.44870 -0.7 0.6 -0.8
N -42.85552 36.43252 10.05610 -1.0 1.1 0.7
H -40.60420 34.96588 10.49182 0.0 0.1 -0.1
H -41.65322 34.44143 9.13950 0.2 0.0 0.0
H -41.48729 33.43762 10.57571 0.2 -0.1 0.0
H -43.65415 34.59398 10.77072 -0.1 0.2 -0.3
H -43.36427 36.02214 12.76547 -0.5 0.2 -0.1
H -41.75229 36.33732 12.41384 1.0 -0.8 0.5
H -44.29593 33.99956 13.65799 -0.2 0.5 -0.2
H -43.18530 32.91341 14.35704 0.7 0.0 -0.3
H -43.51219 32.86805 12.56874 -0.2 -0.5 0.2
H -42.01105 36.98035 10.13878 0.2 0.0 0.2
H -43.00059 36.33323 9.06152 -0.2 -0.5 0.1
C -37.58112 29.38299 13.86155 1.2 1.2 -0.6
C -36.16425 29.71439 14.46270 -0.1 -0.5 -1.2
C -35.36392 30.82241 13.61978 -1.2 -1.8 0.1
O -33.95871 30.68823 13.74378 -0.2 -0.1 0.7
C -33.27586 31.90960 13.55427 -0.1 -0.6 -1.0
N -36.31279 30.03289 15.85673 0.2 -0.1 0.3
H -37.48368 29.07418 12.82076 0.1 0.0 -0.1
H -38.10091 30.34096 13.84700 -0.5 -0.1 0.0
H -38.18622 28.61767 14.34759 0.4 0.2 0.5
H -35.59096 28.78971 14.39631 0.3 0.0 0.0
H -35.76457 31.79010 13.92168 0.3 0.3 0.1
H -35.60927 30.64564 12.57255 -0.2 0.2 -0.3
H -33.40876 32.54632 14.42894 0.2 0.3 -0.2
H -33.59858 32.33855 12.60561 -0.6 0.7 0.2
H -32.24455 31.70285 13.26831 0.3 -0.2 0.9
H -36.57574 31.00329 15.95300 0.0 0.1 0.3
H -35.42241 29.88948 16.31143 0.0 0.2 0.3
C -28.97842 35.79758 7.23267 0.6 0.4 1.5
C -29.39878 37.24519 7.66580 1.5 -2.2 0.7
C -28.23932 38.22765 7.79602 1.1 0.1 -0.4
O -28.69808 39.50738 8.17156 0.2 1.2 0.5
C -27.67625 40.43119 8.63504 -1.1 0.2 0.0
N -30.29426 37.63387 6.66362 -2.0 2.5 -1.4
H -28.41056 35.83476 6.30302 0.1 -0.1 0.1
H -29.85116 35.15946 7.09395 -0.2 0.3 -0.1
H -28.42181 35.31310 8.03490 0.5 -0.1 -0.2
H -29.85316 37.18301 8.65462 -0.4 0.1 -0.1
H -27.64801 38.34190 6.88751 -0.4 -0.1 -0.9
H -27.42486 37.91387 8.44892 -0.5 -0.5 0.8
H -27.40954 40.27250 9.67992 0.2 -0.5 -0.1
H -28.13813 41.41847 8.64064 -0.3 0.0 -0.1
H -26.79779 40.55843 8.00238 0.0 -0.7 -0.2
H -31.10277 37.03343 6.58683 0.0 -0.1 0.2
H -29.81406 37.57699 5.77691 -0.1 0.1 -0.3
C -37.18368 37.50851 18.49607 0.7 -0.3 -0.2
C -36.65374 36.02368 18.46525 0.0 2.5 0.2
C -35.58656 35.86397 19.55540 0.8 -0.2 0.3
O -34.44742 36.69857 19.24219 0.1 0.4 -0.3
C -33.35293 36.82589 20.15695 -0.5 0.2 0.0
N -37.79139 35.12802 18.57761 0.4 -0.7 0.0
H -36.43789 38.27717 18.29342 0.3 -0.2 -0.1
H -37.54789 37.74463 19.49593 -0.4 -0.1 0.0
H -37.95609 37.64136 17.73857 -0.2 -0.1 0.2
H -36.12557 35.89493 17.52050 -0.2 -0.4 -0.1
H -35.25587 34.82790 19.62813 -0.1 -0.2 -0.1
H -35.98922 36.13695 20.53082 -0.1 0.2 0.2
H -32.46563 36.24106 19.91452 -0.5 -1.1 0.1
H -33.69280 36.73383 21.18851 0.1 -0.5 0.1
H -32.86784 37.80117 20.11687 -0.8 0.7 -0.4
H -38.43407 35.40769 19.30483 0.2 0.2 0.3
H -38.33890 35.18204 17.73060 0.1 -0.1 -0.2
C -27.10524 40.05547 17.11367 0.9 0.7 0.0
C -27.17817 39.16405 15.90110 0.8 0.2 0.5
C -26.56468 37.80316 16.03780 1.1 0.0 -0.7
O -26.74689 37.22288 14.73744 -0.1 -0.2 -0.2
C -26.07471 36.00133 14.50603 0.5 0.0 0.4
N -28.54358 39.02403 15.61168 -2.2 -0.2 -1.2
H -27.59441 41.00515 16.89709 -0.5 -0.2 0.0
H -26.09702 40.39051 17.35731 0.2 -0.5 0.3
H -27.58954 39.57518 17.96389 0.1 0.1 0.1
H -26.67662 39.56593 15.02074 0.0 0.6 0.1
H -26.99965 37.22255 16.85130 -0.2 -0.3 0.0
H -25.50135 37.94584 16.23037 0.3 -0.4 0.1
H -26.58105 35.18336 15.01853 0.3 -0.1 0.3
H -25.02755 36.12323 14.78294 0.1 -0.3 0.6
H -25.97549 35.68198 13.46859 -0.8 0.7 -0.4
H -28.59998 38.45765 14.77734 -0.3 -0.1 -0.3
H -28.94634 38.42647 16.31935 -0.4 0.0 0.3
C -38.29387 27.87439 2.34719 -0.1 -0.8 0.0
C -37.71380 27.69932 3.76666 -0.3 1.4 -1.7
C -37.70122 29.10830 4.39162 0.7 -0.6 -0.2
O -36.72482 29.95952 3.69487 -1.6 -1.7 0.9
C -36.47355 31.07171 4.48193 1.1 0.9 -0.1
N -38.52744 26.77712 4.52171 -0.3 0.3 0.8
H -38.40351 26.89607 1.87924 0.1 -0.1 -0.2
H -37.72603 28.50163 1.66001 0.3 0.0 0.4
H -39.30249 28.28523 2.39198 0.0 0.1 0.3
H -36.67972 27.35529 3.74604 0.3 0.2 -0.4
H -37.46836 28.92530 5.44061 0.6 0.6 0.3
H -38.68071 29.58640 4.40304 -0.2 0.0 -0.4
H -35.76727 31.70366 3.94349 0.1 0.0 -0.1
H -35.97282 30.78255 5.40591 -0.2 0.1 0.4
H -37.33127 31.71731 4.67068 -0.4 -0.2 0.2
H -38.66050 25.88544 4.06643 0.0 0.1 -0.4
H -38.02714 26.57048 5.37442 -0.2 -0.1 0.3
```
Positions in Å, forces in eV/Å.

Values from the calculation:
Total charge   +1

---

C50H45KN10O9 as an isolated structure. Source: the OMol25 dataset; level of theory: wB97M-V/def2-TZVPD.

The geometry in XYZ format:
```
115
Properties=species:S:1:pos:R:3:forces:R:3
K 0.39622 0.35141 -0.54544 -0.1 -1.0 -1.1
C -4.81790 -2.32856 3.23662 0.0 0.0 0.0
O -4.66444 -3.22801 2.16043 0.0 0.0 0.0
C -4.02976 -2.73864 1.04407 -0.1 0.0 0.1
C -3.78175 -1.39006 0.82324 0.0 0.0 -0.1
C -3.11503 -1.00235 -0.32913 0.0 -0.1 0.0
C -2.65424 -1.93634 -1.25844 0.0 0.2 0.0
C -2.95454 -3.27843 -1.03397 0.0 -0.1 0.0
C -3.63862 -3.67931 0.09934 0.0 0.0 0.0
C -1.80250 -1.46855 -2.38526 -0.4 0.1 -0.1
C -0.62628 -2.07100 -2.66083 0.4 0.0 0.0
C 0.07470 -3.02741 -1.78675 -0.1 -0.1 0.1
C 1.37727 -2.92317 -2.08965 0.0 0.0 -0.1
C 1.47401 -1.94876 -3.19190 0.2 -0.1 0.1
N 0.31865 -1.50421 -3.56086 -0.2 0.1 0.1
C 2.80616 -1.49174 -3.68411 -0.4 -0.2 -0.3
C 3.35637 -0.45845 -2.97786 0.3 0.2 0.2
C 4.77039 0.00138 -2.95227 -0.2 -0.3 -0.2
C 4.83182 1.00185 -2.07188 0.0 0.2 0.4
C 3.44441 1.25403 -1.59517 -0.1 -0.3 -0.5
C 3.05451 2.43129 -0.98622 -0.4 0.6 0.1
C 4.10632 3.23354 -0.31599 0.2 -0.1 0.1
C 4.47797 4.50794 -0.73292 -0.1 0.0 0.0
C 5.48551 5.23140 -0.10235 0.0 0.0 0.0
C 6.15696 4.66883 0.97425 0.0 0.0 0.1
O 7.16607 5.30209 1.67330 0.0 -0.1 0.0
C 7.55395 6.57096 1.21314 0.0 0.0 0.0
C 5.81284 3.39505 1.41235 0.0 0.1 0.0
C 4.79811 2.69929 0.77904 0.0 0.0 0.0
C 1.72847 3.05623 -1.11426 0.6 -0.1 -0.1
N 0.74472 2.54076 -1.81245 -0.4 0.2 -0.3
C -0.26509 3.49664 -1.89353 0.5 -0.3 0.1
C -1.41682 3.30205 -2.61840 -0.5 0.0 -0.2
C -2.19704 4.48599 -3.05210 -0.1 -0.2 0.1
C -3.59746 4.47012 -2.98188 0.1 0.1 0.0
C -4.34554 5.55856 -3.37942 0.1 0.0 0.0
C -3.70653 6.69505 -3.87402 -0.1 0.0 0.0
O -4.53236 7.73133 -4.25124 0.0 -0.1 0.0
C -3.91381 8.87651 -4.78224 0.0 0.0 0.0
C -2.32488 6.73249 -3.96350 0.0 0.0 0.0
C -1.58550 5.62529 -3.55118 0.1 0.1 0.0
C -1.91904 2.01576 -3.01744 0.2 0.1 0.3
C -2.59710 1.65809 -4.20006 -0.1 -0.1 -0.2
C -2.69304 0.26205 -4.19859 -0.1 0.3 0.0
C -2.10981 -0.13568 -2.98560 0.4 -0.3 0.2
N -1.65168 0.89581 -2.27670 0.1 0.1 -0.1
C 0.14793 4.67120 -1.15586 0.1 0.1 0.0
C 1.37234 4.39215 -0.64194 0.0 0.1 0.1
N 2.63491 0.28800 -2.09557 -0.1 0.1 0.2
C 3.40451 -2.20134 -4.80662 0.0 -0.1 0.1
C 4.39136 -1.65872 -5.63384 0.1 0.1 -0.1
C 4.94948 -2.36608 -6.69498 0.0 0.0 0.0
C 4.50337 -3.64520 -6.98530 0.0 -0.1 0.0
O 4.98818 -4.43087 -8.01577 -0.1 0.0 0.0
C 5.91706 -3.82848 -8.87825 0.0 0.0 0.0
C 3.48872 -4.19942 -6.21136 0.0 0.1 0.0
C 2.95634 -3.49154 -5.15402 0.0 0.0 0.0
H -3.86392 -1.86656 3.50623 0.0 0.0 0.0
H -5.18643 -2.91762 4.07478 0.0 0.0 0.0
H -5.53836 -1.53839 3.00200 0.0 0.0 0.0
H -4.06174 -0.62215 1.53010 0.0 0.0 0.0
H -2.90698 0.04674 -0.49069 0.0 0.0 0.0
H -2.63819 -4.02109 -1.75698 0.0 0.0 0.0
H -3.85908 -4.72387 0.27966 0.0 0.0 0.0
H -0.37002 -3.58528 -0.97892 0.0 0.0 0.0
H 2.22562 -3.38703 -1.60703 0.0 0.0 0.0
H 5.59286 -0.43309 -3.49822 0.0 0.0 0.0
H 5.70790 1.57022 -1.79376 0.0 0.0 0.0
H 3.96611 4.94648 -1.58092 0.0 0.0 0.0
H 5.73446 6.21763 -0.46930 0.0 0.0 0.0
H 8.37246 6.89456 1.85410 0.0 0.0 0.0
H 6.73444 7.29457 1.28432 0.0 0.0 0.0
H 7.90194 6.53592 0.17500 0.0 0.0 0.0
H 6.33683 2.96988 2.25890 0.0 0.0 0.0
H 4.51387 1.71667 1.13788 0.0 0.0 0.0
H -4.07877 3.58098 -2.59848 0.0 0.0 0.0
H -5.42574 5.55328 -3.31279 0.0 0.0 0.0
H -4.71473 9.56630 -5.04252 0.0 0.0 0.0
H -3.33598 8.64255 -5.68237 0.0 0.0 0.0
H -3.25237 9.35174 -4.05021 0.0 0.0 0.0
H -1.80983 7.59741 -4.35652 0.0 0.0 0.0
H -0.50640 5.64135 -3.63469 0.0 0.0 0.0
H -2.90461 2.33891 -4.98167 0.0 0.0 0.0
H -3.09307 -0.37893 -4.96867 0.0 0.0 0.0
H -0.43886 5.56268 -0.99121 0.0 0.0 0.0
H 1.96015 5.02157 0.00846 0.0 0.0 0.0
H 4.71330 -0.63795 -5.48329 0.0 0.0 0.0
H 5.70924 -1.88338 -7.29461 0.0 0.0 0.0
H 6.13329 -4.55659 -9.65848 0.0 0.0 0.0
H 6.84718 -3.57382 -8.35709 0.0 0.0 0.0
H 5.51316 -2.91876 -9.33550 0.0 0.0 0.0
H 3.12335 -5.19010 -6.45122 0.0 0.0 0.0
H 2.16415 -3.94560 -4.57131 0.0 0.0 0.0
N 2.96674 -2.06834 0.63303 0.0 -0.1 0.0
N 3.24265 -1.62992 1.95055 -0.1 -0.1 0.0
C 2.24174 -0.90773 2.60552 0.8 0.6 -0.3
N 2.57372 -0.60511 3.92805 -0.2 -0.2 0.1
N 1.76261 0.08700 1.76751 -0.3 0.0 0.6
N 0.77593 0.81273 2.23926 0.0 0.1 -0.1
O 0.25650 0.64662 3.35512 0.0 -0.1 0.3
O 0.33342 1.68480 1.46322 -0.1 0.5 0.7
H 1.97363 -2.28390 0.55128 0.0 0.0 0.0
H 3.14448 -1.29304 -0.00097 0.0 0.0 0.0
H 3.54223 -2.41809 2.50693 0.0 0.0 0.0
H 2.80971 -1.44634 4.43889 0.0 0.0 0.0
H 1.77052 -0.16244 4.36134 0.0 0.0 0.0
C -2.60336 2.60944 2.93084 0.0 0.0 0.1
O -2.58328 2.12169 1.60708 -0.1 0.0 0.0
H -2.31754 3.66817 2.98307 0.0 0.0 0.0
H -1.93231 2.04112 3.58061 0.0 0.0 0.0
H -3.62656 2.51776 3.30318 0.0 0.0 0.0
H -1.64941 2.04547 1.36309 0.1 -0.1 0.0
O 0.99107 -2.16225 2.93329 -0.4 -0.2 0.0
N -0.11902 -2.36679 2.28577 0.1 0.0 0.1
O -0.19476 -1.87339 1.18780 -0.1 0.0 0.0
```
Positions in Å, forces in eV/Å.

Values from the calculation:
Total charge   -2

---

The calculation returns the following LUMO energy values, one per record and in order: -5.832; 3.717 eV.
The calculation returns the following DFT total energy values, one per record and in order: -4545.1214; -3756.7862 hartree.